1.
ORCA calculation (wB97M-V/def2-TZVPD) on a cluster of 2 separate species, C11H12NO2 in total at a distorted geometry.

XYZ file:
```
26
Properties=species:S:1:pos:R:3:forces:R:3
C 0.0103 -1.9716 -2.8726 -1.1 0.6 0.1
C -1.2478 -0.5544 -1.0959 -0.1 0.2 1.0
C 0.2576 0.9918 -0.6059 -0.2 0.5 0.1
C -0.1840 -0.8524 -1.8781 0.3 0.1 -0.9
C 0.7962 0.1812 -1.6253 -0.3 -0.3 -0.1
C 0.9645 2.0606 -0.0609 0.7 -0.4 -0.4
C 2.2860 2.1863 -0.4699 0.0 0.2 0.3
C 2.0604 0.4571 -2.1381 0.9 -0.1 0.2
C 2.8437 1.3953 -1.4810 -0.5 0.2 -0.1
N -1.0165 0.5720 -0.3087 0.0 -0.7 -0.5
H -1.2618 0.4602 0.7058 0.0 0.4 0.2
H -2.1627 -1.0798 -0.8658 0.1 -0.3 -0.3
H 0.5414 2.7466 0.6535 -0.1 -0.1 0.2
H -0.9725 -2.3518 -3.1805 0.2 -0.1 0.1
H 0.5656 -2.7986 -2.4394 0.3 -0.1 -0.2
H 2.9250 2.9072 0.0192 0.0 0.2 0.0
H 2.5225 -0.0649 -2.9740 -0.3 -0.3 0.1
H 3.8776 1.5509 -1.7553 0.0 0.0 -0.2
H 0.4623 -1.5738 -3.7846 0.3 -0.3 0.1
C -0.9046 -1.5166 4.0006 0.6 0.2 -0.2
C -1.4916 -0.8078 2.7746 -0.3 -0.6 -0.6
O -0.8636 0.1891 2.3232 0.0 0.2 0.4
O -2.4921 -1.3443 2.2505 0.0 0.2 0.2
H -0.2364 -2.3017 3.6418 -0.1 -0.1 -0.2
H -1.6681 -2.0000 4.6035 -0.1 0.2 0.2
H -0.2439 -0.8416 4.5445 -0.3 0.1 0.3
```
Positions in Å, forces in eV/Å.

2S+1: 1
HOMO-LUMO gap, Eh: 0.2927
Charge: -1
HOMO energy, eV: -4.481
Energy above the lowest of the compared OMol25 structures with the same formula, charge and spin, eV: 0.278



2.
ORCA calculation (wB97M-V/def2-TZVPD) on a cluster of 2 separate species, C8H12N4 in total at a distorted geometry.

XYZ file:
```
24
Properties=species:S:1:pos:R:3:forces:R:3
N -4.5650 2.7794 3.6794 0.9 1.5 0.0
C -5.3023 3.7718 4.1143 -0.7 1.0 -0.6
C -6.2900 1.9893 4.7724 -2.1 -2.3 1.1
C -5.1602 1.6656 4.1246 0.8 -2.6 0.1
N -6.4300 3.3140 4.7468 0.3 1.9 0.0
C -4.5244 0.2608 4.0314 -0.2 0.8 -0.2
H -5.1519 4.8375 3.9420 0.1 -0.5 0.0
H -7.0227 1.3424 5.2550 0.3 0.3 -0.2
H -7.2266 3.8529 5.0956 0.8 -0.4 -0.2
H -3.6205 0.3211 3.4022 -0.4 0.0 0.3
H -5.2133 -0.4776 3.5878 0.2 0.3 0.2
H -4.2314 -0.0901 5.0353 -0.1 0.1 -0.4
N -1.9543 4.1080 -4.4596 1.1 -2.0 2.0
C -1.4341 3.0083 -3.8516 1.7 1.5 -2.8
C -3.0415 3.6545 -2.5051 1.0 0.5 -0.4
C -2.8964 4.5312 -3.5420 0.8 -1.7 -0.9
N -1.9754 2.7374 -2.7071 -3.4 -0.2 3.6
C -3.6489 5.6969 -3.8836 -1.8 1.8 -0.3
H -0.5618 2.4406 -4.1755 -0.4 0.2 -0.3
H -3.8057 3.6907 -1.7287 0.8 -0.5 0.0
H -1.8055 2.0404 -1.9778 0.4 0.2 -1.1
H -3.3630 6.5805 -3.2885 -0.1 -0.3 -0.2
H -4.7099 5.4684 -3.6868 0.2 0.5 -0.1
H -3.5342 5.9410 -4.9532 0.0 -0.1 0.5
```
Positions in Å, forces in eV/Å.

2S+1: 1
HOMO-LUMO gap, Eh: 0.3374
HOMO energy, eV: -8.429
Energy above the lowest of the compared OMol25 structures with the same formula, charge and spin, eV: 1.145
SMILES: Cc1c[nH]cn1.Cc1c[nH]cn1



3.
ORCA calculation (wB97M-V/def2-TZVPD) on a structure of composition C26H59N9O3P2SSiTeY.

XYZ file:
```
103
Properties=species:S:1:pos:R:3:forces:R:3
Y 0.4995 0.6722 1.0926 0.2 -0.7 0.1
N 2.8349 0.9606 0.2259 0.0 0.2 0.0
C 3.8506 0.5296 1.2052 -0.1 0.0 0.1
C 3.6320 -0.9342 1.6029 0.0 0.0 0.0
N 2.2112 -1.3035 1.4988 0.0 0.1 -0.1
C 1.7339 -2.2896 2.4752 0.0 0.0 -0.1
C 1.1108 -1.5909 3.6653 0.0 0.1 0.0
N -0.0484 -0.8087 3.2063 -0.1 -0.1 -0.1
H 2.9471 1.9497 0.0216 0.0 0.0 0.0
H 2.9572 0.4520 -0.6518 0.0 -0.1 0.0
H 4.8669 0.6631 0.8276 0.0 0.0 0.0
H 3.7456 1.1661 2.0851 0.0 0.0 -0.1
H 4.2263 -1.5838 0.9559 0.0 -0.1 0.0
H 3.9713 -1.0830 2.6284 0.0 0.0 0.0
H 2.0657 -1.6621 0.5611 0.0 0.0 0.0
H 0.9666 -2.9025 1.9889 0.0 0.0 0.0
H 2.5292 -2.9682 2.7975 0.0 0.0 0.0
H 0.8518 -2.3152 4.4412 0.0 0.0 0.0
H 1.8260 -0.8829 4.0878 0.0 0.0 0.0
H -0.8479 -1.4152 3.0393 0.0 0.0 0.1
H -0.3246 -0.1455 3.9264 0.0 0.0 0.0
C 0.5591 -4.0885 -0.7818 0.0 0.0 -0.1
N -0.3519 -3.3480 -1.6484 0.0 -0.1 0.0
C -1.1407 -4.1769 -2.5547 0.1 0.0 0.1
P -0.8038 -1.8173 -1.3384 -0.2 0.0 0.1
O 0.2257 -1.1487 -0.4945 0.0 0.2 -0.2
O -2.2260 -1.8882 -0.5521 0.1 0.1 0.1
P -2.8158 -0.8440 0.5361 0.2 0.0 0.1
O -1.7405 0.0787 0.9779 -0.1 0.3 0.0
N -4.0482 -0.0389 -0.1288 -0.1 0.1 0.0
C -5.2252 -0.7473 -0.6222 0.0 0.1 0.0
C -4.1315 1.4247 -0.1135 0.0 -0.1 -0.1
N -3.3894 -1.8710 1.6589 -0.2 -0.3 -0.1
C -4.6247 -1.6017 2.3935 0.2 -0.1 0.1
C -2.7731 -3.1692 1.9191 0.0 0.1 0.1
N -1.2331 -1.1037 -2.7339 0.1 -0.1 -0.1
C -0.1829 -0.9726 -3.7495 -0.1 0.1 0.1
C -2.5903 -1.0004 -3.2603 0.1 0.1 0.0
H 1.2383 -4.6787 -1.3979 0.0 0.0 0.0
H 0.0206 -4.7665 -0.1121 0.0 0.0 0.0
H 1.1532 -3.3988 -0.1928 0.0 0.0 0.0
H -0.4719 -4.8187 -3.1288 0.0 0.0 0.0
H -1.6977 -3.5567 -3.2511 0.0 0.0 0.0
H -1.8466 -4.8105 -2.0100 0.0 0.0 0.0
H -5.0535 -1.8238 -0.6157 0.0 0.0 0.0
H -5.4424 -0.4378 -1.6460 0.0 0.0 0.0
H -6.1013 -0.5307 -0.0081 0.0 0.0 0.0
H -3.1860 1.8487 0.2132 0.0 0.0 0.0
H -4.9285 1.7556 0.5565 0.0 0.0 0.0
H -4.3450 1.7872 -1.1189 0.0 0.0 0.0
H -4.9402 -0.5737 2.2401 0.0 0.0 0.0
H -4.4528 -1.7437 3.4609 0.0 0.0 0.0
H -5.4266 -2.2735 2.0786 0.0 0.0 0.0
H -1.7862 -3.2267 1.4631 0.0 0.0 0.0
H -3.3829 -3.9859 1.5243 0.0 0.0 0.0
H -2.6646 -3.3129 2.9962 0.0 0.0 0.0
H 0.8021 -1.0792 -3.2964 0.0 0.0 0.0
H -0.2568 0.0148 -4.2075 0.0 0.0 0.0
H -0.2948 -1.7365 -4.5241 0.0 0.0 0.0
H -3.3207 -1.1714 -2.4781 0.0 0.0 0.0
H -2.7531 -1.7286 -4.0604 0.0 0.0 0.0
H -2.7440 -0.0015 -3.6690 0.0 0.0 0.0
Te 1.5705 2.1976 3.5097 0.1 0.2 0.2
C -0.3506 2.6846 4.2655 -0.1 0.0 0.0
C -0.4500 3.4799 5.4099 -0.1 0.0 0.0
C -1.6879 3.8277 5.9325 0.0 0.0 -0.1
C -2.8604 3.3901 5.3253 0.1 0.0 0.0
C -2.7760 2.6000 4.1902 0.0 0.0 0.0
C -1.5352 2.2507 3.6664 0.0 0.0 0.2
H 0.4531 3.8320 5.8923 0.0 0.0 0.0
H -1.7363 4.4476 6.8193 0.0 0.0 0.0
H -3.8245 3.6657 5.7323 0.0 0.0 0.0
H -3.6796 2.2536 3.7001 0.0 0.0 0.0
H -1.5231 1.6246 2.7828 0.0 0.0 -0.1
C 6.5427 -1.1363 -1.6055 0.0 0.0 0.0
N 5.7721 -0.2431 -2.4543 0.1 -0.1 0.0
C 6.3043 0.8220 -3.1747 0.1 -0.2 0.2
C 5.2971 1.3845 -3.8586 -0.2 0.0 0.0
N 4.1636 0.6487 -3.5566 0.0 0.1 -0.1
C 4.4400 -0.3532 -2.6919 0.4 0.2 -0.1
S 3.3464 -1.4673 -2.0539 -0.1 -0.2 0.0
H 7.3078 -1.6435 -2.1907 0.0 0.0 0.0
H 5.8633 -1.8746 -1.1900 0.0 0.0 0.0
H 7.0182 -0.5773 -0.8008 0.0 0.0 0.0
H 7.3486 1.0753 -3.1300 0.0 0.0 0.0
H 5.2813 2.2320 -4.5196 0.0 0.0 0.0
H 3.2264 0.8443 -3.8652 -0.1 0.0 0.0
C 1.4098 2.1823 -2.6763 0.1 -0.1 -0.1
Si -0.0292 3.0501 -1.8054 -0.1 0.0 0.1
C 0.0670 4.8401 -2.3491 0.0 0.1 0.0
C -1.6527 2.3645 -2.4701 0.0 -0.1 -0.1
C 0.0525 2.7487 -0.0065 -0.1 0.1 0.0
H 2.3512 2.6928 -2.4415 0.0 0.0 0.0
H 1.2891 2.2154 -3.7661 0.0 0.0 0.0
H 1.5069 1.1363 -2.3657 -0.1 0.0 0.0
H 0.0334 4.9445 -3.4382 0.0 0.0 0.0
H 0.9915 5.3047 -1.9942 0.0 0.0 0.0
H -0.7650 5.4124 -1.9306 0.0 0.0 0.0
H -2.4751 3.0056 -2.1387 0.0 0.0 0.0
H -1.8298 1.3574 -2.0789 0.0 0.1 -0.1
H -1.6810 2.3347 -3.5645 0.0 0.0 0.1
H 0.8574 3.3582 0.4318 0.0 0.0 0.0
H -0.8694 3.1410 0.4548 0.0 0.0 0.0
```
Positions in Å, forces in eV/Å.

2S+1: 1
HOMO-LUMO gap, Eh: 0.2504
Charge: +1
HOMO energy, eV: -8.572
Energy above the lowest of the compared OMol25 structures with the same formula, charge and spin, eV: 0.478



4.
ORCA calculation (wB97M-V/def2-TZVPD) on the molecule C5H5NO2S at a distorted geometry.

XYZ file:
```
14
Properties=species:S:1:pos:R:3:forces:R:3
C 0.8736 0.0299 -1.6247 -2.2 -0.9 -1.5
C -0.4948 -0.2617 -1.4683 5.2 2.7 3.4
C 1.6884 0.7846 -0.7183 -1.3 -0.7 3.9
C 0.8695 -0.0945 1.2193 0.4 0.1 -1.1
C -1.0942 0.1416 -0.0792 -1.7 -1.4 -2.7
N -0.3958 -0.3970 1.0356 -0.8 -0.6 -0.2
O 2.4781 1.6036 -0.4511 -0.5 -0.8 -1.3
O -1.2888 -1.0261 1.9351 1.0 -0.8 -0.7
S 1.7367 -0.4257 2.5256 0.8 0.2 0.5
H 1.3598 -0.3648 -2.5248 0.0 0.4 0.1
H -0.9779 -0.5902 -2.3170 -1.4 -1.1 -1.3
H -1.0004 1.1841 0.0502 -0.7 1.5 -0.4
H -2.1621 -0.2164 -0.1325 1.1 0.6 0.7
H -1.5922 -0.3675 2.5501 0.0 0.8 0.6
```
Positions in Å, forces in eV/Å.

2S+1: 1
HOMO-LUMO gap (spin up / spin down), Eh: 0.2264 / 0.2263
HOMO energy (spin up / spin down), eV: -7.221 / -7.220
Energy above the lowest of the compared OMol25 structures with the same formula, charge and spin, eV: 5.532



What did the fourth record say?
ORCA calculation (wB97M-V/def2-TZVPD) on the molecule C5H5NO2S at a distorted geometry.

XYZ file:
```
14
Properties=species:S:1:pos:R:3:forces:R:3
C 0.8736 0.0299 -1.6247 -2.2 -0.9 -1.5
C -0.4948 -0.2617 -1.4683 5.2 2.7 3.4
C 1.6884 0.7846 -0.7183 -1.3 -0.7 3.9
C 0.8695 -0.0945 1.2193 0.4 0.1 -1.1
C -1.0942 0.1416 -0.0792 -1.7 -1.4 -2.7
N -0.3958 -0.3970 1.0356 -0.8 -0.6 -0.2
O 2.4781 1.6036 -0.4511 -0.5 -0.8 -1.3
O -1.2888 -1.0261 1.9351 1.0 -0.8 -0.7
S 1.7367 -0.4257 2.5256 0.8 0.2 0.5
H 1.3598 -0.3648 -2.5248 0.0 0.4 0.1
H -0.9779 -0.5902 -2.3170 -1.4 -1.1 -1.3
H -1.0004 1.1841 0.0502 -0.7 1.5 -0.4
H -2.1621 -0.2164 -0.1325 1.1 0.6 0.7
H -1.5922 -0.3675 2.5501 0.0 0.8 0.6
```
Positions in Å, forces in eV/Å.

2S+1: 1
HOMO-LUMO gap (spin up / spin down), Eh: 0.2264 / 0.2263
HOMO energy (spin up / spin down), eV: -7.221 / -7.220
Energy above the lowest of the compared OMol25 structures with the same formula, charge and spin, eV: 5.532



Repeat the second record exactly.
ORCA calculation (wB97M-V/def2-TZVPD) on a cluster of 2 separate species, C8H12N4 in total at a distorted geometry.

XYZ file:
```
24
Properties=species:S:1:pos:R:3:forces:R:3
N -4.5650 2.7794 3.6794 0.9 1.5 0.0
C -5.3023 3.7718 4.1143 -0.7 1.0 -0.6
C -6.2900 1.9893 4.7724 -2.1 -2.3 1.1
C -5.1602 1.6656 4.1246 0.8 -2.6 0.1
N -6.4300 3.3140 4.7468 0.3 1.9 0.0
C -4.5244 0.2608 4.0314 -0.2 0.8 -0.2
H -5.1519 4.8375 3.9420 0.1 -0.5 0.0
H -7.0227 1.3424 5.2550 0.3 0.3 -0.2
H -7.2266 3.8529 5.0956 0.8 -0.4 -0.2
H -3.6205 0.3211 3.4022 -0.4 0.0 0.3
H -5.2133 -0.4776 3.5878 0.2 0.3 0.2
H -4.2314 -0.0901 5.0353 -0.1 0.1 -0.4
N -1.9543 4.1080 -4.4596 1.1 -2.0 2.0
C -1.4341 3.0083 -3.8516 1.7 1.5 -2.8
C -3.0415 3.6545 -2.5051 1.0 0.5 -0.4
C -2.8964 4.5312 -3.5420 0.8 -1.7 -0.9
N -1.9754 2.7374 -2.7071 -3.4 -0.2 3.6
C -3.6489 5.6969 -3.8836 -1.8 1.8 -0.3
H -0.5618 2.4406 -4.1755 -0.4 0.2 -0.3
H -3.8057 3.6907 -1.7287 0.8 -0.5 0.0
H -1.8055 2.0404 -1.9778 0.4 0.2 -1.1
H -3.3630 6.5805 -3.2885 -0.1 -0.3 -0.2
H -4.7099 5.4684 -3.6868 0.2 0.5 -0.1
H -3.5342 5.9410 -4.9532 0.0 -0.1 0.5
```
Positions in Å, forces in eV/Å.

2S+1: 1
HOMO-LUMO gap, Eh: 0.3374
HOMO energy, eV: -8.429
Energy above the lowest of the compared OMol25 structures with the same formula, charge and spin, eV: 1.145
SMILES: Cc1c[nH]cn1.Cc1c[nH]cn1



- Which of these has the highest energy above the lowest of the compared OMol25 structures with the same formula, charge and spin?
  C5H5NO2S



Repeat the second record exactly.
ORCA calculation (wB97M-V/def2-TZVPD) on a cluster of 2 separate species, C8H12N4 in total at a distorted geometry.

XYZ file:
```
24
Properties=species:S:1:pos:R:3:forces:R:3
N -4.5650 2.7794 3.6794 0.9 1.5 0.0
C -5.3023 3.7718 4.1143 -0.7 1.0 -0.6
C -6.2900 1.9893 4.7724 -2.1 -2.3 1.1
C -5.1602 1.6656 4.1246 0.8 -2.6 0.1
N -6.4300 3.3140 4.7468 0.3 1.9 0.0
C -4.5244 0.2608 4.0314 -0.2 0.8 -0.2
H -5.1519 4.8375 3.9420 0.1 -0.5 0.0
H -7.0227 1.3424 5.2550 0.3 0.3 -0.2
H -7.2266 3.8529 5.0956 0.8 -0.4 -0.2
H -3.6205 0.3211 3.4022 -0.4 0.0 0.3
H -5.2133 -0.4776 3.5878 0.2 0.3 0.2
H -4.2314 -0.0901 5.0353 -0.1 0.1 -0.4
N -1.9543 4.1080 -4.4596 1.1 -2.0 2.0
C -1.4341 3.0083 -3.8516 1.7 1.5 -2.8
C -3.0415 3.6545 -2.5051 1.0 0.5 -0.4
C -2.8964 4.5312 -3.5420 0.8 -1.7 -0.9
N -1.9754 2.7374 -2.7071 -3.4 -0.2 3.6
C -3.6489 5.6969 -3.8836 -1.8 1.8 -0.3
H -0.5618 2.4406 -4.1755 -0.4 0.2 -0.3
H -3.8057 3.6907 -1.7287 0.8 -0.5 0.0
H -1.8055 2.0404 -1.9778 0.4 0.2 -1.1
H -3.3630 6.5805 -3.2885 -0.1 -0.3 -0.2
H -4.7099 5.4684 -3.6868 0.2 0.5 -0.1
H -3.5342 5.9410 -4.9532 0.0 -0.1 0.5
```
Positions in Å, forces in eV/Å.

2S+1: 1
HOMO-LUMO gap, Eh: 0.3374
HOMO energy, eV: -8.429
Energy above the lowest of the compared OMol25 structures with the same formula, charge and spin, eV: 1.145
SMILES: Cc1c[nH]cn1.Cc1c[nH]cn1